The following is a DFT calculation (the ωB97M-V functional and the def2-TZVPD basis) of a cluster of 9 separate species, C61H117F2N5O7S2 in total in a non-equilibrium geometry.

```
194
Properties=species:S:1:pos:R:3
F 0.1934 -4.7563 -4.5111
C -0.4769 -3.6708 -5.0061
C -1.5051 -3.1387 -4.2108
C -2.2232 -2.0459 -4.7549
C -1.7926 -1.4471 -5.9051
C -0.7042 -1.9786 -6.5861
C -0.1017 -3.1616 -6.2393
H -1.8079 -3.6857 -3.3302
H -3.0079 -1.6178 -4.1489
H -2.3081 -0.5782 -6.2869
H -0.3161 -1.4720 -7.4574
H 0.7701 -3.5747 -6.7248
F -3.6095 -3.0842 -1.8049
C -4.8819 -2.8867 -1.3425
C -5.9456 -3.1940 -2.1737
C -7.2654 -2.8860 -1.8433
C -7.4624 -2.3587 -0.5799
C -6.4752 -2.1551 0.3461
C -5.1879 -2.3484 -0.1313
H -5.7571 -3.6910 -3.1138
H -8.0351 -3.0008 -2.5921
H -8.4637 -2.0671 -0.2992
H -6.7264 -1.6366 1.2596
H -4.2796 -2.1318 0.4114
C -1.4417 3.6404 -5.8284
C -0.8429 3.3387 -4.3991
C 0.1616 4.5067 -3.9771
C -0.5218 5.7410 -3.3274
C -1.3612 5.2777 -2.1513
C -2.5402 4.3403 -2.6413
N -1.8674 3.1596 -3.3034
O -2.7111 2.1166 -3.5120
C -3.2012 3.8799 -1.2864
C -3.5925 5.0638 -3.4792
C 0.0764 2.1539 -4.5522
H -1.7991 2.7007 -6.2495
H -0.7514 4.0808 -6.5477
H -2.2173 4.3880 -5.6622
H 0.9856 4.2165 -3.3253
H 0.7344 4.7429 -4.8739
H -1.1548 6.3089 -4.0091
H 0.2471 6.3637 -2.8701
H -1.6821 6.1295 -1.5518
H -0.7148 4.7814 -1.4274
H -2.4569 3.3792 -0.6672
H -3.5106 4.7595 -0.7220
H -4.0030 3.1559 -1.4315
H -4.3509 4.3664 -3.8348
H -4.2931 5.6941 -2.9314
H -3.2654 5.6641 -4.3282
H 0.8578 2.2999 -5.2980
H -0.5429 1.2734 -4.7233
H 0.6500 1.8920 -3.6631
H -3.4578 2.4488 -4.0158
C 0.5053 -6.2833 4.4264
C 0.4056 -5.4111 3.1986
C -1.0734 -5.1029 2.9649
C -1.5876 -3.9975 3.9161
C -0.6824 -2.7668 3.9036
C 0.8872 -3.1101 4.1170
N 1.2710 -4.2158 3.2460
O 2.5804 -4.5398 3.4195
C 1.5539 -1.7169 3.6933
C 1.0588 -3.2924 5.6962
C 0.8439 -6.3022 2.0288
H 0.3237 -5.8029 5.3878
H 1.5162 -6.6903 4.4006
H -0.1031 -7.1723 4.2600
H -1.1108 -4.7954 1.9198
H -1.6813 -6.0042 3.0442
H -1.4526 -4.5207 4.8627
H -2.6270 -3.6873 3.8087
H -0.9866 -2.1915 4.7779
H -0.9028 -2.2403 2.9750
H 1.4267 -1.5087 2.6309
H 1.1393 -0.9032 4.2885
H 2.6335 -1.7141 3.8427
H 1.1925 -2.3336 6.1971
H 0.1837 -3.7712 6.1355
H 1.9787 -3.8654 5.8127
H 0.2759 -7.2303 1.9644
H 1.9004 -6.5638 2.0877
H 0.7558 -5.7355 1.1019
H 2.9868 -3.9608 2.7705
C -2.5130 4.1901 5.0742
C -2.2835 3.8157 3.5790
C -0.7681 3.4318 3.3997
C -0.4939 1.9872 3.8172
C -1.4437 1.0122 3.0130
C -2.9835 1.3388 3.1813
N -3.1598 2.7478 2.9605
O -4.4543 3.0893 2.9998
C -3.5975 0.5495 1.9653
C -3.4908 0.7629 4.5105
C -2.3856 5.0518 2.7039
H -2.6944 3.3227 5.7089
H -3.3709 4.8077 5.3399
H -1.6818 4.7904 5.4442
H -0.3895 3.5215 2.3816
H -0.2434 4.1261 4.0559
H -0.5489 1.8113 4.8915
H 0.5336 1.8286 3.4896
H -1.2296 0.0762 3.5290
H -1.1236 0.9142 1.9757
H -3.4952 1.0582 1.0067
H -3.1545 -0.4464 1.9690
H -4.6810 0.4399 2.0112
H -3.5129 -0.3217 4.6175
H -2.8916 1.1220 5.3472
H -4.4865 1.1382 4.7470
H -1.9545 5.9397 3.1664
H -3.4408 5.3001 2.5894
H -1.8906 4.9175 1.7422
H -4.6594 3.0651 2.0623
C 5.2975 -2.7158 -0.7593
C 4.4901 -3.3589 0.4531
C 4.5932 -4.8843 0.3906
C 5.9120 -5.5071 0.8320
C 6.1282 -4.9115 2.2624
C 6.1550 -3.3576 2.3676
N 4.8299 -2.8743 1.8173
O 4.7483 -1.4836 1.9133
C 6.2252 -2.9926 3.8479
C 7.4145 -2.8598 1.6349
C 2.9693 -3.0610 0.2061
H 4.7425 -2.9064 -1.6778
H 6.3205 -3.0891 -0.8066
H 5.2928 -1.6301 -0.6627
H 3.8166 -5.3386 1.0060
H 4.2849 -5.3338 -0.5533
H 6.7492 -5.2814 0.1715
H 5.7859 -6.5810 0.9699
H 7.0800 -5.1731 2.7247
H 5.4418 -5.2695 3.0297
H 5.4289 -3.3117 4.5205
H 7.1043 -3.3080 4.4098
H 6.2412 -1.9049 3.9163
H 8.3206 -3.0266 2.2174
H 7.5946 -3.2233 0.6232
H 7.3961 -1.7910 1.4217
H 2.8210 -1.9821 0.1603
H 2.4090 -3.4648 1.0493
H 2.6254 -3.5119 -0.7248
H 3.8397 -1.3031 2.1652
C 5.2241 4.6638 -0.9783
C 4.2615 3.9358 -1.9346
C 4.8328 2.4730 -2.2511
C 4.6130 1.4441 -1.1733
C 3.1437 1.4977 -0.7096
C 2.5755 2.8737 -0.3143
N 2.8950 3.8181 -1.3604
O 2.3808 5.0332 -1.1119
C 0.9981 2.6699 -0.2860
C 3.0067 3.1797 1.1325
C 4.1183 4.5187 -3.2877
H 4.8855 5.6080 -0.5517
H 6.1496 4.7683 -1.5445
H 5.4993 3.9689 -0.1848
H 4.5245 1.9550 -3.1593
H 5.9031 2.6484 -2.3602
H 5.2113 1.7342 -0.3095
H 4.9582 0.4464 -1.4444
H 2.8887 0.8843 0.1546
H 2.5773 1.1220 -1.5618
H 0.6383 2.5615 -1.3092
H 0.6819 1.8413 0.3476
H 0.5866 3.5800 0.1504
H 2.3890 2.5287 1.7511
H 4.0364 3.0324 1.4582
H 2.6911 4.1857 1.4089
H 5.1218 4.5787 -3.7089
H 3.8255 5.5632 -3.1804
H 3.3502 4.0081 -3.8686
H 1.7331 5.1058 -1.8168
C -1.7552 -0.3336 -1.3594
S -0.2888 -1.4029 -1.1927
O 0.8334 -0.6047 -0.5323
C -0.9771 -2.5811 0.0516
H -1.6115 0.3108 -2.2266
H -1.8267 0.3345 -0.5011
H -2.7040 -0.8700 -1.3747
H -1.4056 -2.0033 0.8706
H -0.4309 -3.4910 0.3002
H -1.8250 -3.0670 -0.4310
C -7.0699 2.5791 -3.3247
S -6.1358 1.3902 -4.3240
O -4.9020 2.1733 -4.8578
C -5.2801 0.4548 -3.0155
H -7.8572 2.9933 -3.9545
H -6.5031 3.4000 -2.8855
H -7.5063 1.9704 -2.5328
H -4.7117 1.1017 -2.3472
H -4.6105 -0.2954 -3.4360
H -5.9765 -0.1054 -2.3915
```

As for the charge: 0. Its spin multiplicity is 1. As for the LUMO energy: 0.1 eV. As for the HOMO energy: -7.79 eV.



The following is a DFT calculation (the ωB97M-V functional and the def2-TZVPD basis) of a structure of composition C61H137FeN7O8 in a non-equilibrium geometry.

```
214
Properties=species:S:1:pos:R:3
Fe -10.5412 -21.6006 -10.7632
C -5.9989 -20.0491 -14.2028
C -6.2360 -20.0939 -15.7388
C -7.7405 -19.8452 -15.9710
N -8.2654 -19.9908 -17.3586
C -8.1100 -21.3690 -17.8540
C -8.9484 -22.3265 -17.0204
C -10.4337 -21.9607 -17.0679
C -10.5882 -20.5727 -16.5807
C -9.7280 -19.6103 -17.3205
C -7.6437 -19.0448 -18.2322
H -4.9918 -20.4174 -13.9763
H -6.7071 -20.6573 -13.6116
H -6.1045 -19.0340 -13.8371
H -5.8896 -21.0424 -16.1539
H -5.6562 -19.2790 -16.1200
H -8.0209 -18.8370 -15.6389
H -8.2762 -20.5640 -15.3385
H -7.0438 -21.5394 -17.8154
H -8.2888 -21.3197 -18.9267
H -8.6854 -22.4028 -15.9837
H -8.8276 -23.2756 -17.4673
H -11.0006 -22.6224 -16.4336
H -10.8131 -22.0994 -18.0893
H -10.4896 -20.6404 -15.4818
H -11.5695 -20.1828 -16.8569
H -9.6881 -18.5817 -16.9666
H -9.9366 -19.7109 -18.3823
H -7.8410 -18.0329 -17.8911
H -8.1356 -19.0834 -19.2256
H -6.5814 -19.2227 -18.2994
C -11.9396 -27.9640 0.1335
C -11.9814 -26.5492 -0.4662
C -12.8837 -26.5055 -1.7440
N -12.7502 -25.2825 -2.6248
C -11.4301 -25.3115 -3.2881
C -11.2579 -24.3649 -4.4304
C -12.3837 -24.4548 -5.4846
C -13.7637 -24.3842 -4.7511
C -13.8166 -25.3959 -3.6449
C -12.9524 -24.0444 -1.8724
H -11.1697 -28.0560 0.9514
H -11.7152 -28.7655 -0.5631
H -12.8556 -28.2149 0.6365
H -10.9356 -26.2474 -0.6929
H -12.3254 -25.8884 0.2852
H -13.9436 -26.5928 -1.4610
H -12.6920 -27.3780 -2.3580
H -11.3859 -26.3479 -3.6364
H -10.7215 -25.2710 -2.4758
H -10.2997 -24.6182 -4.8994
H -11.1978 -23.3120 -4.1364
H -12.2910 -25.3802 -6.0216
H -12.3457 -23.6028 -6.1922
H -14.5510 -24.6454 -5.4267
H -13.9471 -23.3955 -4.3763
H -13.7686 -26.3649 -4.1392
H -14.8114 -25.3122 -3.1304
H -12.1399 -23.8077 -1.1888
H -13.8255 -24.1106 -1.2409
H -13.0465 -23.2415 -2.5920
C -13.3994 -20.1280 -7.6967
C -12.7729 -18.7549 -7.5560
C -13.7775 -17.6457 -7.3572
N -13.3399 -16.3195 -6.7330
C -11.9085 -15.9191 -7.2446
C -12.0237 -15.6123 -8.7633
C -12.9425 -14.3805 -8.9678
C -14.3482 -14.7420 -8.4632
C -14.3311 -15.2301 -7.1230
C -13.3748 -16.4509 -5.2864
H -13.9274 -20.3828 -6.7847
H -12.7006 -20.9570 -7.8888
H -14.1056 -20.0683 -8.5190
H -12.0760 -18.6183 -8.3622
H -12.1880 -18.8734 -6.6115
H -14.5322 -18.0564 -6.6746
H -14.2918 -17.3231 -8.2627
H -11.3493 -16.8028 -6.8940
H -11.6409 -15.1157 -6.5472
H -12.4770 -16.5031 -9.2478
H -11.0027 -15.5080 -9.1541
H -13.0730 -14.1865 -10.0019
H -12.5474 -13.4516 -8.4831
H -14.6580 -15.5720 -9.1299
H -14.9040 -13.8466 -8.6673
H -15.3015 -15.6520 -6.7627
H -14.1646 -14.4247 -6.3908
H -12.7799 -17.2569 -4.8799
H -14.4129 -16.6245 -4.9628
H -13.1885 -15.4647 -4.8157
C -12.6880 -32.9102 -8.5986
C -13.4301 -31.9382 -9.5581
C -12.9954 -30.5215 -9.1597
N -13.3899 -29.3389 -10.0225
C -14.8808 -29.1905 -10.0289
C -15.2945 -27.8845 -10.6491
C -14.6227 -26.6529 -10.0595
C -13.1103 -26.8431 -10.1579
C -12.7246 -28.1495 -9.4926
C -12.9527 -29.5647 -11.3662
H -12.5235 -32.5504 -7.5851
H -11.7787 -33.3487 -9.0317
H -13.3501 -33.7599 -8.4640
H -14.4861 -32.0579 -9.4087
H -13.2139 -32.2939 -10.5684
H -11.9114 -30.5977 -9.1972
H -13.4284 -30.3467 -8.1794
H -15.1741 -29.1479 -8.9722
H -15.3227 -30.0000 -10.5592
H -16.3404 -27.7793 -10.4098
H -15.2955 -27.9212 -11.7227
H -14.8763 -26.6442 -8.9718
H -14.8961 -25.7223 -10.5114
H -12.4930 -26.1132 -9.5769
H -12.8378 -26.7928 -11.2051
H -12.9107 -28.0574 -8.4142
H -11.6790 -28.4679 -9.6354
H -13.5623 -30.3651 -11.8101
H -11.9126 -29.8415 -11.3781
H -13.1186 -28.6778 -11.9661
C -5.7591 -21.7426 -10.1864
C -5.7936 -20.4532 -9.3222
C -5.3434 -19.2501 -10.1496
N -5.1591 -17.9494 -9.3365
C -5.0457 -16.7668 -10.2695
C -6.2771 -16.4376 -11.0439
C -7.5151 -16.4261 -10.1219
C -7.5505 -17.6480 -9.1411
C -6.2688 -17.7343 -8.4425
C -3.8977 -17.9590 -8.5283
H -6.2561 -21.6255 -11.1313
H -6.3412 -22.4764 -9.6176
H -4.7502 -22.1410 -10.3738
H -5.0733 -20.6078 -8.4941
H -6.8257 -20.3726 -8.9678
H -6.1065 -19.0109 -10.8755
H -4.3693 -19.4726 -10.6402
H -4.2551 -17.0562 -10.9299
H -4.7257 -15.8735 -9.6754
H -6.4569 -17.0305 -11.9843
H -6.0747 -15.4314 -11.4671
H -8.4046 -16.3842 -10.7467
H -7.5769 -15.5269 -9.4830
H -7.7709 -18.5713 -9.6283
H -8.3545 -17.5218 -8.4049
H -6.1233 -18.6087 -7.7711
H -5.9774 -16.8044 -7.9333
H -3.8921 -17.1219 -7.8592
H -3.0995 -17.9102 -9.2657
H -3.8247 -18.8865 -7.9574
C -15.9900 -22.0163 -14.5059
N -14.7315 -22.0294 -13.8146
C -14.2767 -23.4076 -13.7771
C -13.7562 -21.2249 -14.6144
C -14.8700 -21.3883 -12.4517
C -16.0315 -21.7218 -11.5894
O -16.0384 -23.0724 -11.2434
H -16.3999 -21.0135 -14.5619
H -16.6346 -22.7832 -14.1062
H -15.7903 -22.3128 -15.5183
H -15.0355 -24.0018 -13.2573
H -13.3651 -23.4078 -13.1543
H -14.0403 -23.7560 -14.7903
H -12.8255 -21.2281 -14.0500
H -14.1646 -20.2179 -14.7114
H -13.6288 -21.6668 -15.6039
H -14.7918 -20.2989 -12.6201
H -13.9665 -21.6523 -11.9083
H -16.9699 -21.5398 -12.0764
H -15.9419 -21.1251 -10.6803
H -16.8725 -23.3349 -10.8597
C -5.3661 -25.9825 -10.0411
N -6.4630 -26.7197 -9.3348
C -7.7028 -25.8837 -9.2845
C -6.7129 -27.9275 -10.1311
C -5.9407 -27.0545 -7.9827
C -6.1186 -26.0256 -6.8910
O -7.4093 -25.9577 -6.3349
H -5.6061 -25.7701 -11.1156
H -4.5890 -26.7674 -10.1514
H -4.9490 -25.1434 -9.4573
H -7.6013 -24.9877 -8.6768
H -8.4841 -26.5377 -8.9239
H -7.9035 -25.5561 -10.2989
H -7.4943 -28.4198 -9.5214
H -5.8019 -28.5033 -10.0881
H -7.0715 -27.7526 -11.1269
H -4.8838 -27.2599 -8.1431
H -6.3430 -28.0267 -7.6885
H -5.8289 -25.0535 -7.2156
H -5.4124 -26.3499 -6.1235
H -7.2992 -26.1912 -5.4074
C -9.5039 -20.6752 -6.9220
C -9.8733 -21.0377 -8.3687
O -9.2500 -20.4645 -9.3164
O -10.8735 -21.7593 -8.6702
H -8.9790 -19.6966 -6.8726
H -8.7429 -21.3004 -6.4106
H -10.4173 -20.5824 -6.2931
C -11.1034 -18.2603 -12.9473
C -11.0065 -19.6258 -12.2189
O -9.9761 -20.3394 -12.4405
O -11.8910 -20.0873 -11.4190
H -11.5587 -18.3656 -13.9360
H -10.1902 -17.6968 -13.1803
H -11.7775 -17.5954 -12.3834
C -10.4226 -25.2718 -12.5943
C -10.3322 -23.8581 -11.8358
O -11.3829 -23.1225 -11.9455
O -9.3975 -23.5372 -10.9956
H -9.5146 -25.8438 -12.3847
H -10.5030 -25.2055 -13.6930
H -11.2269 -25.8960 -12.2099
```

As for the charge: +6. Its spin multiplicity is 5. As for the LUMO energy (spin up / spin down): -10.1 / -10.1 eV. As for the HOMO energy (spin up / spin down): -18.92 / -17.91 eV.



Q: Which of these has the lowest charge?
A: C61H117F2N5O7S2